No. 1
Here is a single C21H23N3O4 molecule from the Open Molecules 2025 dataset. Energies are from ωB97M-V/def2-TZVPD.

Summary:
**Total charge**: 0
**SMILES**: CCC1=NNC(=O)[C@@H](CC(=O)Nc2ccccc2)c2cc(OC)c(OC)cc21

Each line ends with the Mulliken charge.
Positions of all 51 atoms, in Å:
C: 1.662 1.087 -3.077  -1.04
C: 2.951 1.174 -2.262  -0.76
C: 2.889 0.292 -1.045  0.51
N: 3.835 -0.569 -0.959  -0.84
N: 3.958 -1.449 0.071  0.01
C: 3.013 -2.192 0.707  -0.01
O: 3.296 -2.951 1.604  -0.66
C: 1.607 -1.969 0.149  0.23
C: 0.654 -3.077 0.596  -1.00
C: -0.825 -2.720 0.532  0.13
O: -1.614 -3.099 1.370  -0.64
N: -1.160 -1.959 -0.549  0.04
C: -2.356 -1.278 -0.800  0.47
C: -3.518 -1.487 -0.066  -0.20
C: -4.656 -0.757 -0.361  -0.76
C: -4.654 0.175 -1.384  -0.43
C: -3.499 0.380 -2.120  -0.75
C: -2.356 -0.339 -1.831  -0.34
C: 1.247 -0.578 0.604  -0.36
C: 0.344 -0.349 1.637  -0.51
C: -0.072 0.930 1.954  0.63
O: -0.984 1.232 2.903  -0.51
C: -1.593 0.174 3.609  -0.77
C: 0.466 2.029 1.237  0.85
O: -0.003 3.251 1.606  -0.49
C: 0.491 4.387 0.943  -0.94
C: 1.404 1.801 0.255  -0.21
C: 1.820 0.501 -0.070  -0.04
H: 1.507 0.069 -3.431  0.29
H: 0.806 1.382 -2.474  0.19
H: 1.720 1.742 -3.943  0.45
H: 3.802 0.855 -2.864  0.45
H: 3.122 2.208 -1.958  0.32
H: 4.923 -1.713 0.237  0.30
H: 1.710 -1.966 -0.946  0.47
H: 0.886 -3.365 1.624  0.37
H: 0.818 -3.962 -0.023  0.51
H: -0.413 -1.712 -1.182  0.14
H: -3.523 -2.214 0.729  0.54
H: -5.553 -0.924 0.216  0.39
H: -5.547 0.739 -1.608  0.39
H: -3.486 1.105 -2.921  0.39
H: -1.453 -0.175 -2.403  0.34
H: -0.046 -1.185 2.191  0.59
H: -2.324 0.644 4.264  0.26
H: -2.101 -0.521 2.935  0.27
H: -0.865 -0.374 4.215  0.34
H: 0.271 4.356 -0.130  0.36
H: 1.571 4.503 1.090  0.35
H: -0.024 5.234 1.391  0.25
H: 1.853 2.633 -0.261  0.43

No. 2
Here is a single C21H23N3O4S molecule in a non-equilibrium geometry from the Open Molecules 2025 dataset. Energies are from ωB97M-V/def2-TZVPD.

Summary:
**Total charge**: 0
**SMILES**: COc1ccc(S(=O)(=O)N(Cc2nc3ccccc3c(=O)[nH]2)C2CCCC2)cc1

Each line ends with the Mulliken charge.
Positions of all 52 atoms, in Å:
C: 2.265 -7.262 -0.163  -0.82
O: 1.042 -6.681 -0.558  -0.44
C: 0.945 -5.334 -0.620  0.97
C: 1.972 -4.445 -0.300  -0.56
C: 1.756 -3.082 -0.403  -0.80
C: 0.529 -2.605 -0.816  -0.55
S: 0.304 -0.843 -0.967  1.59
O: 1.352 -0.304 -1.795  -0.86
O: -1.053 -0.568 -1.341  -0.74
N: 0.632 -0.333 0.588  0.62
C: 1.311 0.937 0.743  -1.34
C: 0.550 2.126 0.202  0.79
N: -0.001 2.937 1.033  -0.66
C: -0.698 4.009 0.531  0.22
C: -1.318 4.890 1.422  -0.30
C: -2.023 5.971 0.944  -0.40
C: -2.129 6.201 -0.427  -0.58
C: -1.525 5.343 -1.319  -0.62
C: -0.805 4.243 -0.852  0.15
C: -0.159 3.319 -1.785  0.38
O: -0.160 3.409 -2.992  -0.70
N: 0.513 2.281 -1.145  0.03
C: -0.318 -0.799 1.576  0.00
C: 0.365 -1.223 2.898  -1.26
C: -0.415 -0.521 4.014  -0.57
C: -1.786 -0.254 3.396  -0.84
C: -1.430 0.182 1.979  -0.45
C: -0.499 -3.475 -1.139  0.02
C: -0.294 -4.834 -1.039  -0.84
H: 2.103 -8.338 -0.204  0.24
H: 3.076 -6.993 -0.847  0.34
H: 2.535 -6.975 0.857  0.33
H: 2.936 -4.803 0.022  0.40
H: 2.539 -2.378 -0.168  0.47
H: 2.260 0.854 0.205  0.46
H: 1.500 1.104 1.805  0.40
H: -1.228 4.699 2.480  0.46
H: -2.501 6.649 1.636  0.39
H: -2.686 7.053 -0.787  0.40
H: -1.589 5.495 -2.386  0.47
H: 0.931 1.562 -1.737  0.30
H: -0.774 -1.677 1.107  0.39
H: 0.311 -2.306 3.011  0.35
H: 1.417 -0.945 2.896  0.33
H: 0.058 0.429 4.265  0.26
H: -0.472 -1.124 4.919  0.39
H: -2.374 -1.173 3.375  0.30
H: -2.348 0.506 3.937  0.44
H: -2.266 0.143 1.285  0.43
H: -1.040 1.198 2.001  0.04
H: -1.442 -3.067 -1.466  0.57
H: -1.073 -5.539 -1.285  0.43

The following LUMO values (in hartree) correspond, in order, to the records above: 0.0198, 0.0175.
The following ΔE to the lowest compared entry with this formula, charge and spin values (in eV) correspond, in order, to the records above: 2.594, 1.452.